This record from OMol25 describes 6 unconnected molecules or ions with the total composition C44H72BrClF18N3O13P in a non-equilibrium geometry. The level of theory is the ωB97M-V functional and the def2-TZVPD basis.

Geometry (Å):
C: 6.9091 1.5903 0.6539
C: 5.6878 2.2086 -0.0545
C: 4.6917 1.1091 -0.4453
Br: 3.3744 0.8015 0.9692
C: 4.1631 1.0434 -1.8936
O: 5.2460 1.2630 -2.7942
C: 6.4129 0.4634 -2.7935
C: 6.4106 -0.4488 -4.0497
C: 7.6955 1.3243 -2.8109
C: 7.5588 2.6655 -3.4906
F: 7.3931 2.5252 -4.8592
C: 3.6003 -0.3716 -2.1818
C: 4.2953 -1.6006 -1.6228
F: 2.2823 -0.4549 -1.7476
C: 3.0952 2.1636 -2.3354
C: 3.8853 3.4899 -2.6510
C: 4.5325 3.7993 -4.0070
F: 5.4323 4.8714 -3.6989
N: 2.0536 2.4419 -1.3672
C: 2.0760 3.6734 -0.5683
C: 3.2890 4.2070 0.1796
C: 2.9708 5.6542 0.6809
C: 3.8093 6.7231 -0.0324
C: 3.2091 7.1863 -1.3618
N: 4.2626 7.6053 -2.2966
C: 0.6431 2.0226 -1.3248
C: -0.0972 1.0244 -2.1998
N: -1.3890 0.6870 -1.4876
C: -2.3779 1.7702 -1.6318
C: -3.7208 1.3638 -1.0177
C: -1.8530 -0.4988 -2.1819
C: -2.6235 -0.3665 -3.4789
O: -1.5956 -1.6238 -1.7493
P: 2.5778 1.8297 -4.1657
O: 1.6287 0.5240 -4.3158
Cl: 1.1454 3.3711 -4.2804
H: 6.5670 1.1797 1.6057
H: 7.3304 0.7580 0.0972
H: 7.6456 2.3532 0.8844
H: 6.0681 2.7224 -0.9324
H: 5.2794 2.8988 0.6711
H: 5.2901 0.2157 -0.3138
H: 6.5405 -0.2046 -1.9451
H: 5.4088 -0.5749 -4.4491
H: 6.8592 -1.4095 -3.8091
H: 6.9991 0.0044 -4.8412
H: 8.0984 1.4846 -1.8134
H: 8.4462 0.7551 -3.3562
H: 8.4708 3.2400 -3.3234
H: 6.7481 3.2404 -3.0517
H: 3.6388 -0.4721 -3.2654
H: 4.3904 -1.5615 -0.5416
H: 3.6397 -2.4442 -1.8323
H: 5.2444 -1.8221 -2.0947
H: 4.6895 3.6323 -1.9441
H: 3.1984 4.3190 -2.5198
H: 5.1569 3.0307 -4.4365
H: 3.8623 4.2555 -4.7255
H: 1.3105 3.6059 0.2021
H: 1.7086 4.4912 -1.2047
H: 4.2079 4.3136 -0.3775
H: 3.5240 3.6429 1.0771
H: 3.1408 5.7219 1.7512
H: 1.9208 5.8743 0.4835
H: 3.9170 7.5964 0.6085
H: 4.8123 6.3503 -0.2355
H: 2.5850 8.0557 -1.1688
H: 2.5867 6.4083 -1.8093
H: 3.8815 8.2270 -2.9950
H: 4.6492 6.8073 -2.7841
H: 0.0392 2.9309 -1.4267
H: 0.4332 1.6823 -0.3074
H: 0.3616 0.0650 -2.3671
H: -0.3855 1.4154 -3.1739
H: -2.0111 2.6036 -1.0386
H: -2.4810 2.1375 -2.6543
H: -4.5037 1.2367 -1.7600
H: -4.0494 2.1303 -0.3207
H: -3.6265 0.4569 -0.4250
H: -2.5252 0.5948 -3.9747
H: -3.6848 -0.5090 -3.2794
H: -2.3243 -1.1416 -4.1750
H: 1.5699 -0.1287 -3.6128
C: -5.8851 -4.0871 -0.6777
C: -5.5145 -2.6285 -0.5408
O: -6.3156 -1.8024 -1.4193
C: -7.5379 -1.5218 -1.0110
O: -8.0705 -1.8658 -0.0003
C: -8.1956 -0.5951 -2.0470
F: -8.0062 -1.0451 -3.2903
F: -7.6535 0.6285 -1.9723
F: -9.4987 -0.4782 -1.8386
H: -5.8083 -4.3990 -1.7204
H: -5.2190 -4.6993 -0.0747
H: -6.9102 -4.2665 -0.3538
H: -4.4836 -2.4703 -0.8519
H: -5.6056 -2.2803 0.4872
C: -8.2929 1.1578 -6.0574
C: -8.0886 2.5511 -5.5057
O: -6.6864 2.8738 -5.4031
C: -6.0834 3.2389 -6.5206
O: -6.5716 3.3410 -7.6044
C: -4.6085 3.5646 -6.2210
F: -4.0468 2.6157 -5.4657
F: -4.5218 4.7237 -5.5613
F: -3.9145 3.6691 -7.3430
H: -7.7476 0.4329 -5.4534
H: -9.3509 0.8992 -6.0466
H: -7.9290 1.0782 -7.0810
H: -8.4691 2.6182 -4.4891
H: -8.5995 3.3045 -6.1039
C: -0.8929 -4.2970 3.1742
C: -1.2435 -5.7429 2.8991
O: -2.5660 -6.0641 3.3807
C: -3.5720 -5.6853 2.6193
O: -3.5073 -5.1154 1.5704
C: -4.9046 -6.1243 3.2519
F: -4.9532 -5.8147 4.5476
F: -5.0546 -7.4458 3.1305
F: -5.9230 -5.5307 2.6436
H: -0.9990 -4.0766 4.2370
H: 0.1354 -4.0977 2.8761
H: -1.5460 -3.6194 2.6252
H: -0.5767 -6.4070 3.4437
H: -1.1711 -5.9836 1.8392
C: -3.1400 -0.9843 8.0512
C: -2.6239 -2.1788 7.2799
O: -1.5419 -1.8113 6.3986
C: -0.3534 -1.6728 6.9593
O: -0.0760 -1.8166 8.1119
C: 0.6875 -1.3244 5.8810
F: 0.2548 -0.3477 5.0846
F: 0.9460 -2.3998 5.1277
F: 1.8232 -0.9315 6.4394
H: -3.4341 -0.1883 7.3667
H: -4.0040 -1.2710 8.6490
H: -2.3767 -0.5853 8.7179
H: -3.3977 -2.5779 6.6284
H: -2.2992 -2.9797 7.9436
C: 1.0912 -5.2215 8.5887
C: 0.8338 -6.6984 8.7814
O: -0.5657 -7.0036 8.6072
C: -0.9977 -7.0637 7.3612
O: -0.3568 -6.8936 6.3670
C: -2.4965 -7.4102 7.3461
F: -3.1759 -6.6761 8.2317
F: -2.6758 -8.6978 7.6555
F: -2.9985 -7.1853 6.1459
H: 0.4567 -4.6343 9.2531
H: 2.1327 -4.9839 8.8004
H: 0.8715 -4.9142 7.5667
H: 1.0687 -7.0044 9.7980
H: 1.4336 -7.3046 8.1038

Force components x, y, z for each atom (eV/Å):
-0.83 -0.09 0.38
0.84 -0.40 0.43
0.55 0.04 0.25
-0.04 -0.04 -0.04
-0.56 0.02 0.17
-0.11 0.27 0.50
1.02 -0.72 -1.00
0.07 0.46 0.16
-0.30 0.00 -0.36
0.59 0.08 0.82
-0.28 -0.01 -0.10
0.85 -0.28 0.07
-0.37 -0.13 0.20
-0.17 0.04 -0.20
-0.10 0.15 -0.52
-0.10 0.22 -0.43
0.56 0.64 0.36
-0.14 0.01 -0.02
0.17 -0.25 0.47
0.08 0.47 -0.44
-0.04 1.12 0.75
0.22 -0.13 -0.54
-0.25 -0.06 -0.03
0.52 0.10 -0.29
-0.11 0.17 0.22
-0.32 0.06 0.19
-0.96 -0.33 0.18
-0.08 -0.33 -1.30
0.08 0.07 0.94
-0.09 0.25 0.02
0.39 -1.95 0.87
-0.22 0.19 -0.03
-0.28 2.07 -0.64
0.04 0.01 -0.11
0.20 -0.10 -0.43
0.08 -0.13 0.12
0.08 -0.07 0.10
0.30 0.06 -0.15
0.25 -0.02 -0.14
-0.26 0.23 -0.10
-0.14 0.21 -0.39
-0.14 -0.27 -0.27
-0.60 0.21 0.40
-0.12 -0.21 0.10
-0.04 -0.17 -0.08
0.02 0.06 -0.13
-0.12 0.14 0.16
0.19 -0.10 0.06
0.09 0.03 -0.15
-0.12 -0.01 -0.32
-0.38 0.05 -0.18
0.12 0.03 0.10
-0.06 -0.06 -0.09
0.14 0.13 -0.01
0.04 -0.20 -0.04
-0.09 -0.01 0.20
-0.20 -0.21 -0.14
-0.22 -0.33 -0.20
-0.10 -0.40 0.06
-0.05 0.13 -0.05
-0.13 -0.25 -0.17
-0.17 -0.43 -0.16
-0.08 -0.03 0.15
-0.19 0.04 0.26
0.14 0.07 0.06
0.15 -0.06 0.10
-0.26 -0.02 -0.06
-0.23 -0.13 0.13
0.01 0.02 -0.11
0.08 -0.06 0.00
0.09 0.17 -0.09
0.23 -0.16 0.13
0.25 0.00 0.42
0.32 0.26 -0.14
0.20 0.09 -0.08
0.00 -0.04 -0.17
-0.07 -0.13 -0.06
-0.16 0.11 -0.02
0.06 -0.18 -0.08
0.12 0.11 0.05
-0.10 -0.05 0.08
0.14 -0.21 0.09
-0.05 0.18 0.31
-0.30 -0.03 -0.16
0.43 -0.42 0.21
0.12 0.11 0.01
0.27 -0.04 0.02
-0.16 0.01 0.10
-0.11 0.09 -0.07
-0.02 -0.09 -0.17
0.11 0.16 0.03
-0.15 -0.05 0.07
0.09 0.01 0.01
0.05 0.05 0.02
0.02 0.03 0.08
-0.06 0.13 -0.15
-0.22 0.08 -0.04
0.27 -0.08 -0.10
-0.48 -0.15 0.05
0.07 0.05 0.13
-0.21 -0.07 0.12
0.03 0.05 -0.18
0.06 -0.01 -0.06
0.07 -0.13 0.11
-0.01 0.14 0.11
0.07 0.01 -0.16
-0.08 -0.01 0.06
-0.02 0.02 0.04
-0.06 0.08 -0.03
0.16 0.03 0.06
0.16 0.03 -0.11
-0.28 0.07 0.06
0.56 0.08 -0.05
-0.13 -0.08 0.08
0.31 -0.06 0.03
-0.11 0.10 -0.16
-0.04 0.05 0.01
-0.01 0.05 0.17
0.01 -0.18 -0.01
-0.13 0.08 -0.12
0.09 -0.05 0.01
0.02 -0.03 0.01
0.04 -0.02 -0.08
-0.15 -0.06 0.12
-0.18 0.05 -0.03
0.20 0.18 -0.04
-0.43 -0.11 0.23
0.05 -0.04 -0.12
-0.22 -0.07 0.00
0.11 -0.04 0.13
0.16 0.14 -0.03
-0.09 0.07 -0.11
-0.04 -0.14 -0.07
0.15 0.03 0.14
-0.08 -0.04 -0.02
-0.02 -0.03 -0.02
0.00 -0.07 0.04
0.09 0.02 -0.14
0.15 0.06 0.01
-0.22 0.14 -0.09
0.46 0.17 0.12
-0.07 -0.15 0.06
0.18 0.08 0.20
0.01 -0.02 -0.21
-0.07 0.03 0.01
-0.03 0.11 0.11
0.03 -0.16 0.02
-0.12 -0.02 -0.23
0.07 0.00 0.07
0.01 -0.03 0.03
0.07 -0.05 -0.03
-0.17 -0.03 0.03
-0.15 -0.02 -0.13

Output
SMILES	CC[C@@H](Br)[C@@](O[C@@H](C)CCF)([C@@H](C)F)[C@](CCF)(N(CCCCCN)CCN(CC)C(C)=O)P(O)Cl.CCOC(=O)C(F)(F)F.CCOC(=O)C(F)(F)F.CCOC(=O)C(F)(F)F.CCOC(=O)C(F)(F)F.CCOC(=O)C(F)(F)F
energy	-218652.552	eV
orbital gap	8.32	eV